# 1
C23H37NO15 | the ωB97M-V functional and the def2-TZVPD basis

## Properties
**Lowest unoccupied orbital energy**: 0.15 eV
**Gap between HOMO and LUMO**: 10.595 eV
**Relative energy (zero: lowest compared OMol25 entry of this formula, charge and spin)**: 0.0000 eV
**Electronic energy**: -56651.0393 eV
**Structure (SMILES)**: C[C@H]1COC(=O)O1.C[C@H]1COC(=O)O1.C[C@H]1COC(=O)O1.C[C@H]1COC(=O)O1.COC(=O)OC.CCCC#N
**E_HOMO**: -10.441 eV

The geometry in ORCA input format:
```
! RIJCOSX wB97M-V def2-TZVPD def2/J DEFGRID3
* xyz 0 1
C -16.682 -14.540 -1.628
C -16.133 -15.273 -0.428
C -14.666 -14.918 -0.080
O -14.825 -14.117 1.056
C -16.098 -14.251 1.584
O -16.447 -13.919 2.719
O -16.889 -14.810 0.749
H -17.727 -14.818 -1.784
H -16.145 -14.803 -2.527
H -16.631 -13.459 -1.699
H -16.167 -16.355 -0.574
H -14.241 -14.374 -0.960
H -14.029 -15.765 0.132
C -17.092 -12.775 -4.919
C -17.729 -11.502 -4.395
C -16.653 -10.423 -4.207
O -17.330 -9.224 -4.698
C -18.441 -9.609 -5.394
O -19.239 -8.866 -5.972
O -18.591 -10.947 -5.365
H -16.708 -13.384 -4.090
H -16.242 -12.473 -5.553
H -17.668 -13.377 -5.644
H -18.286 -11.736 -3.507
H -15.706 -10.556 -4.688
H -16.507 -10.322 -3.130
C -16.570 -8.609 2.412
C -15.304 -8.908 3.213
C -15.163 -10.432 3.574
O -13.804 -10.679 3.199
C -13.342 -9.648 2.555
O -12.249 -9.592 1.978
O -14.082 -8.601 2.612
H -16.790 -7.550 2.394
H -17.468 -9.080 2.849
H -16.583 -8.900 1.355
H -15.371 -8.368 4.123
H -15.874 -11.053 3.021
H -15.296 -10.669 4.659
C -15.168 -10.962 -0.310
C -14.220 -9.896 -0.826
C -12.866 -10.478 -1.213
O -12.663 -9.917 -2.443
C -13.729 -9.408 -2.960
O -13.800 -8.959 -4.110
O -14.648 -9.428 -2.085
H -15.318 -11.861 -0.886
H -16.096 -10.523 0.007
H -14.806 -11.330 0.638
H -14.225 -9.115 -0.040
H -12.789 -11.520 -1.257
H -12.114 -10.168 -0.456
C -20.551 -9.517 -1.903
O -20.396 -9.539 -0.490
C -19.421 -10.321 0.081
O -18.353 -10.729 -0.755
O -19.467 -10.535 1.334
C -18.618 -11.502 1.983
H -20.888 -8.565 -2.276
H -21.114 -10.319 -2.304
H -19.597 -9.564 -2.395
H -18.402 -11.161 2.978
H -17.769 -11.798 1.421
H -19.072 -12.469 2.173
C -17.643 -7.407 -0.961
C -16.967 -6.101 -0.563
C -15.506 -5.911 -0.920
C -15.290 -5.954 -2.381
N -15.148 -5.984 -3.539
H -17.525 -7.465 -2.071
H -18.694 -7.494 -0.669
H -17.068 -8.234 -0.629
H -17.059 -5.982 0.519
H -17.573 -5.247 -0.858
H -15.009 -6.701 -0.358
H -15.174 -4.942 -0.474
*
```

# 2
C23H37NO8 | the ωB97M-V functional and the def2-TZVPD basis

## Properties
**Lowest unoccupied orbital energy**: 0.41 eV
**Gap between HOMO and LUMO**: 9.872 eV
**Electronic energy**: -42321.3190 eV
**Structure (SMILES)**: C[C@@H]1[C@H](OC(=O)CCC(=O)NC(C)(C)CO)O[C@H]2O[C@]3(C)CC[C@H]4[C@H](C)CC[C@@H]1[C@]24OO3
**E_HOMO**: -9.463 eV

The geometry in ORCA input format:
```
! RIJCOSX wB97M-V def2-TZVPD def2/J DEFGRID3
* xyz 0 1
C 1.010 2.240 -2.067
C -0.266 1.821 -1.343
C -0.272 2.413 0.072
O 0.904 1.999 0.771
C 1.683 2.953 1.306
O 1.482 4.131 1.192
C 2.854 2.373 2.064
C 2.874 0.851 2.116
C 3.319 0.269 0.776
O 3.987 0.896 -0.018
N 2.919 -1.007 0.586
C 3.423 -1.909 -0.447
C 3.218 -1.323 -1.843
C 4.914 -2.178 -0.207
C 2.600 -3.207 -0.302
O 2.574 -3.694 1.018
O -1.395 2.056 0.804
C -1.584 0.664 0.963
O -2.724 0.494 1.731
C -3.906 0.342 0.933
C -5.056 1.007 1.678
C -4.150 -1.165 0.672
C -2.860 -1.975 0.791
C -1.782 -1.587 -0.233
C -1.994 -2.212 -1.624
C -2.135 -3.733 -1.575
C -0.806 -1.848 -2.518
C -0.610 -0.341 -2.630
C -0.436 0.299 -1.253
C -1.676 -0.047 -0.403
O -2.815 0.438 -1.109
O -3.771 1.056 -0.255
H 0.962 1.978 -3.119
H 1.138 3.318 -1.991
H 1.880 1.762 -1.622
H -1.141 2.235 -1.855
H -0.285 3.511 0.041
H 2.841 2.807 3.066
H 3.759 2.725 1.560
H 3.606 0.526 2.862
H 1.898 0.457 2.398
H 2.446 -1.484 1.342
H 2.168 -1.107 -2.016
H 3.782 -0.400 -1.935
H 3.561 -2.029 -2.594
H 5.293 -2.895 -0.930
H 5.464 -1.247 -0.316
H 5.088 -2.559 0.799
H 1.555 -3.002 -0.551
H 2.981 -3.964 -0.998
H 3.455 -4.009 1.250
H -0.742 0.242 1.537
H -5.992 0.803 1.167
H -4.879 2.078 1.702
H -5.084 0.623 2.692
H -4.868 -1.535 1.405
H -4.586 -1.270 -0.323
H -3.094 -3.033 0.690
H -2.462 -1.824 1.797
H -0.818 -1.939 0.153
H -2.898 -1.781 -2.063
H -2.077 -4.138 -2.583
H -1.335 -4.174 -0.983
H -3.089 -4.039 -1.154
H -0.966 -2.261 -3.516
H 0.098 -2.310 -2.112
H 0.262 -0.134 -3.251
H -1.486 0.104 -3.104
H 0.442 -0.118 -0.746
*
```

# 3
C23H37O3Sn | the ωB97M-V functional and the def2-TZVPD basis

## Properties
**Lowest unoccupied orbital energy (spin up / spin down)**: -5.40 / -5.40 eV
**Gap between HOMO and LUMO (spin up / spin down)**: 5.850 / 5.822 eV
**Relative energy (zero: lowest compared OMol25 entry of this formula, charge and spin)**: 0.8768 eV
**Electronic energy**: -36411.3532 eV
**E_HOMO (spin up / spin down)**: -11.254 / -11.225 eV

The geometry in ORCA input format:
```
! RIJCOSX wB97M-V def2-TZVPD def2/J DEFGRID3
* xyz 1 1
O 1.950 -2.111 -5.161
C 3.190 -2.882 -5.176
C 3.425 -2.718 -6.689
H 3.022 -3.928 -4.892
H 3.974 -2.404 -4.576
C 2.081 -1.921 -6.604
H 3.367 -3.654 -7.251
H 4.297 -2.108 -6.936
C 0.969 -2.584 -7.392
H 0.885 -3.655 -7.164
H 1.181 -2.474 -8.466
H 0.015 -2.089 -7.173
C 2.233 -0.460 -6.973
H 3.066 0.006 -6.431
H 1.302 0.070 -6.736
H 2.423 -0.378 -8.053
Sn -0.832 0.639 2.072
C -0.083 2.850 2.806
C 0.662 1.849 3.560
C 1.467 1.122 2.635
H 0.896 1.897 4.639
C 1.372 1.765 1.362
C 0.345 2.774 1.448
H 0.025 3.456 0.647
H -0.775 3.579 3.206
H 2.188 0.338 2.931
H 2.043 1.622 0.497
C -3.365 0.899 2.397
C -2.852 1.763 1.377
C -2.499 0.905 0.269
H -2.936 2.848 1.375
C -2.599 -0.462 0.716
C -2.987 -0.454 2.101
H -3.156 -1.325 2.723
H -4.108 1.216 3.145
H -2.345 1.229 -0.759
H -2.536 -1.334 0.080
O 0.253 -0.657 0.099
C 0.264 -0.149 -1.258
C 1.501 -0.728 -1.917
H 0.280 0.949 -1.255
H -0.661 -0.432 -1.784
C 1.694 -2.038 -1.161
H 2.340 -0.052 -1.698
H 1.430 -0.857 -2.999
C 1.267 -1.675 0.245
H 2.697 -2.454 -1.235
H 0.975 -2.767 -1.550
H 2.113 -1.287 0.829
H 0.868 -2.530 0.802
C -1.019 1.580 6.392
C -2.023 1.399 5.304
C -2.917 0.255 5.708
C -2.721 2.705 5.154
O -1.397 0.920 4.154
H -1.466 1.768 7.365
H -0.381 2.428 6.145
H -0.392 0.684 6.440
H -3.389 0.352 6.683
H -3.675 0.174 4.937
H -2.299 -0.624 5.716
H -1.969 3.468 4.999
H -3.390 2.690 4.298
H -3.286 2.992 6.037
*
```

# 4
C23H37O3Ti | the ωB97M-V functional and the def2-TZVPD basis

## Properties
**Lowest unoccupied orbital energy**: -3.27 eV
**Gap between HOMO and LUMO**: 7.869 eV
**Electronic energy**: -53701.9371 eV
**E_HOMO**: -11.141 eV

The geometry in ORCA input format:
```
! RIJCOSX wB97M-V def2-TZVPD def2/J DEFGRID3
* xyz 1 1
O -2.199 2.755 -2.334
C -2.393 2.753 -3.833
C -3.327 3.920 -3.865
H -2.876 1.831 -4.164
H -1.425 2.889 -4.317
C -3.112 3.919 -2.345
H -4.359 3.690 -4.139
H -2.935 4.791 -4.412
C -4.378 3.652 -1.563
H -4.834 2.704 -1.863
H -5.100 4.462 -1.727
H -4.155 3.629 -0.491
C -2.496 5.226 -1.916
H -1.567 5.412 -2.459
H -2.346 5.267 -0.834
H -3.200 6.034 -2.142
Ti -0.483 1.545 -0.809
C 1.702 2.256 -0.777
C 1.624 1.181 -1.728
C 0.750 1.567 -2.787
H 2.200 0.266 -1.709
C 0.394 2.939 -2.546
C 0.928 3.335 -1.290
H 0.845 4.345 -0.879
H 2.329 2.272 0.110
H 0.521 0.983 -3.672
H 0.017 3.625 -3.283
C -0.812 1.466 1.756
C -0.536 2.757 1.260
C -1.565 3.105 0.343
H 0.261 3.420 1.591
C -2.443 1.962 0.209
C -1.971 0.956 1.084
H -2.488 0.022 1.239
H -0.299 1.018 2.598
H -1.732 4.104 -0.022
H -3.364 1.878 -0.345
O -2.361 -0.185 -2.270
C -3.418 -0.205 -3.222
C -4.109 -1.560 -3.156
H -2.980 -0.071 -4.225
H -4.084 0.651 -3.035
C -3.045 -2.467 -2.538
H -4.394 -1.854 -4.160
H -5.015 -1.543 -2.541
C -2.092 -1.525 -1.815
H -2.510 -2.990 -3.333
H -3.447 -3.192 -1.849
H -1.024 -1.758 -1.959
H -2.301 -1.578 -0.731
C -0.161 -1.723 1.607
C 0.754 -1.098 0.583
C 1.903 -0.427 1.305
C 1.394 -2.178 -0.265
O 0.051 -0.171 -0.284
H 0.401 -2.377 2.293
H -0.937 -2.326 1.140
H -0.624 -0.957 2.225
H 2.490 -1.181 1.860
H 2.562 0.045 0.570
H 1.563 0.324 2.018
H 0.637 -2.729 -0.827
H 2.101 -1.731 -0.975
H 1.938 -2.887 0.374
*
```

# 5
C23H38AlBFINO11 | the ωB97M-V functional and the def2-TZVPD basis

## Properties
**Lowest unoccupied orbital energy**: 2.21 eV
**Gap between HOMO and LUMO**: 6.956 eV
**Electronic energy**: -66575.5140 eV
**E_HOMO**: -4.742 eV

The geometry in ORCA input format:
```
! RIJCOSX wB97M-V def2-TZVPD def2/J DEFGRID3
* xyz -1 1
C 2.378 3.612 -1.402
C 3.155 2.482 -0.718
B 2.302 1.185 -0.360
O 3.023 -0.025 -0.443
Al 0.258 1.264 0.396
C 0.351 0.957 2.387
C 1.360 -0.121 2.749
C 2.692 0.454 3.186
I 0.618 -1.392 4.376
C -0.998 -0.160 -0.429
O -1.594 -0.992 0.187
N -1.230 -0.196 -1.960
C -0.419 -0.929 -2.758
O 0.149 -0.595 -3.758
F -0.319 -2.206 -2.311
H 1.928 3.270 -2.336
H 1.578 3.983 -0.763
H 3.034 4.453 -1.645
H 4.000 2.172 -1.349
H 3.578 2.860 0.225
H 3.746 -0.068 0.193
H -0.475 2.686 0.084
H -0.642 0.717 2.766
H 0.648 1.912 2.834
H 1.536 -0.812 1.925
H 3.114 0.995 2.334
H 3.400 -0.315 3.491
H 2.565 1.182 3.985
H -1.264 0.740 -2.353
O 4.960 2.680 3.074
C 5.767 2.231 2.319
O 5.427 1.370 1.326
C 6.589 0.922 0.616
C 7.651 1.986 0.878
C 7.268 2.471 2.274
H 6.879 -0.054 1.014
H 6.317 0.812 -0.431
H 8.664 1.599 0.797
H 7.537 2.801 0.162
H 7.726 1.874 3.065
H 7.479 3.520 2.459
O -0.357 -3.917 -8.927
C -0.674 -3.363 -7.913
O -1.066 -2.071 -7.891
C -1.300 -1.639 -6.532
C -1.564 -2.917 -5.748
C -0.694 -3.919 -6.501
H -0.410 -1.129 -6.166
H -2.131 -0.939 -6.542
H -1.316 -2.816 -4.694
H -2.613 -3.210 -5.829
H 0.333 -3.931 -6.133
H -1.079 -4.935 -6.506
O -1.511 -0.535 7.051
C -2.314 -1.387 6.832
O -1.973 -2.668 6.539
C -3.140 -3.436 6.219
C -4.306 -2.696 6.871
C -3.828 -1.249 6.798
H -3.233 -3.477 5.132
H -2.994 -4.444 6.600
H -5.255 -2.885 6.372
H -4.402 -3.003 7.914
H -4.094 -0.773 5.852
H -4.162 -0.620 7.619
O -6.201 3.275 -3.447
C -5.815 2.304 -2.861
O -4.748 2.329 -2.037
C -4.455 1.004 -1.546
C -5.764 0.234 -1.685
C -6.383 0.896 -2.911
H -3.663 0.570 -2.156
H -4.100 1.086 -0.522
H -5.607 -0.838 -1.778
H -6.394 0.412 -0.812
H -6.052 0.435 -3.844
H -7.469 0.933 -2.906
*
```

# 6
C23H38AlBeBr3ClNO16PS | the ωB97M-V functional and the def2-TZVPD basis

## Properties
**Lowest unoccupied orbital energy**: -8.11 eV
**Gap between HOMO and LUMO**: 0.593 eV
**Electronic energy**: -308459.4438 eV
**E_HOMO**: -8.706 eV

The geometry in ORCA input format:
```
! RIJCOSX wB97M-V def2-TZVPD def2/J DEFGRID3
* xyz 1 1
C 8.348 -3.940 1.097
C 8.643 -2.368 0.828
C 8.635 -2.034 -0.761
C 7.590 -0.799 -0.992
C 6.192 -1.488 -1.453
C 4.913 -0.497 -1.266
N 3.931 -1.222 -0.399
C 3.933 -0.734 0.991
O 5.016 -0.490 1.578
C 2.428 -0.675 1.500
C 1.818 -0.228 2.857
Br 3.007 0.461 4.292
C 0.267 -0.365 2.996
Cl -0.491 0.090 4.600
C -0.562 -0.926 1.759
O -1.990 -1.111 1.841
C 0.114 -1.352 0.405
C -0.735 -1.954 -0.828
O -1.148 -3.300 -0.442
C -0.056 -4.245 -0.627
C -0.257 -4.993 -2.035
C 1.640 -1.219 0.253
C 2.625 -1.539 -0.954
O 2.434 -1.927 -2.130
H 8.604 -4.189 2.179
H 7.246 -4.210 0.946
H 9.082 -4.543 0.356
H 7.914 -1.731 1.433
H 9.703 -2.125 1.189
H 9.651 -1.645 -1.099
H 8.317 -2.937 -1.397
H 7.930 -0.117 -1.841
H 7.426 -0.189 -0.045
H 6.097 -2.442 -0.818
H 6.208 -1.828 -2.555
H 4.508 -0.222 -2.307
H 5.236 0.496 -0.791
H -2.213 -1.594 2.674
H -1.646 -1.325 -1.096
H -0.095 -2.018 -1.787
H -0.103 -5.006 0.220
H 0.980 -3.734 -0.618
H -0.986 -5.855 -1.869
H -0.684 -4.222 -2.763
H 0.725 -5.434 -2.424
C -5.410 4.026 -0.919
O -4.263 3.883 -0.080
C -4.266 2.774 0.673
O -5.127 1.930 0.691
O -3.138 2.766 1.407
C -3.007 1.633 2.263
H -5.301 4.954 -1.481
H -5.473 3.199 -1.630
H -6.321 4.091 -0.320
H -2.972 0.714 1.684
H -3.824 1.605 2.988
H -2.065 1.726 2.804
C -10.394 3.471 -0.689
O -9.462 4.469 -1.081
P -10.160 5.975 -1.563
O -8.807 6.419 -2.121
O -10.281 6.438 0.012
C -9.229 6.168 0.924
O -10.846 7.489 -2.051
C -12.108 7.863 -1.515
H -9.848 2.658 -0.206
H -11.125 3.875 0.018
H -10.910 3.084 -1.568
H -8.261 6.083 0.427
H -9.447 5.245 1.473
H -9.180 6.988 1.638
H -11.996 8.205 -0.483
H -12.805 7.028 -1.551
H -12.507 8.686 -2.108
O 3.092 2.447 1.520
H 2.996 1.833 2.257
H 2.197 2.514 1.153
Be 3.628 1.904 -0.523
Br 8.607 -5.936 -0.021
Br -12.044 5.078 -2.546
O 9.748 -9.494 -0.199
S 10.985 -9.244 0.560
O 11.552 -7.948 0.153
O 11.953 -10.316 0.289
O 10.685 -9.213 1.999
Al 4.987 -3.335 -2.984
*
```